Here is C14H23BeN2OP as an isolated structure from the Open Molecules 2025 dataset. Energies are from ωB97M-V with the def2-TZVPD basis set.

Structure (XYZ):
```
42
C14H23BeN2OP (ωB97M-V with the def2-TZVPD basis set)
H -2.02 2.70 2.22
H 0.45 -2.17 -2.55
H -1.77 -4.36 -1.09
H 1.30 -2.15 1.39
H 0.04 -4.46 -0.89
C 0.54 0.47 -1.07
N -0.16 1.81 2.36
C -0.06 -0.04 -2.22
C -0.91 -4.08 -0.47
C 0.76 1.85 -0.99
C 0.18 2.07 -3.37
C -0.38 -1.50 -2.21
Be 1.26 -1.23 -0.66
H -3.16 -2.25 -0.86
H 1.30 3.17 2.30
C 1.09 2.24 1.74
O 4.38 -1.75 1.48
H 0.14 2.67 -4.29
C 0.70 2.60 -2.19
H -1.31 2.24 0.62
H 0.13 -2.25 0.99
H -0.73 -0.13 3.17
H 0.99 3.68 0.14
P -0.81 -2.28 -0.24
H -1.27 -1.79 -2.76
H 1.01 0.34 3.40
H -0.59 0.30 -4.29
H -0.28 1.13 4.35
H 0.97 3.66 -2.20
C -0.18 0.74 -3.39
C 3.25 -1.69 1.16
H 1.91 1.54 2.02
C -2.51 -1.62 -0.24
H -1.04 -4.42 0.57
N 2.07 -1.72 0.79
C -0.03 0.73 3.36
H -2.85 -1.64 0.80
C -1.44 1.93 1.68
H -2.58 -0.58 -0.61
C 1.28 2.61 0.21
H -2.02 0.97 1.72
H 2.38 2.66 0.12
```

## Properties
Highest occupied orbital energy (spin up / spin down), Ha: -0.187 / -0.187
Frontier orbital gap (spin up / spin down), eV: 4.8 / 4.8

Here is C20H37Br3O4 as an isolated structure from the Open Molecules 2025 dataset. Energies are from ωB97M-V with the def2-TZVPD basis set.

Structure (XYZ):
```
64
C20H37Br3O4 (ωB97M-V with the def2-TZVPD basis set)
C -8.85 -1.39 1.18
H 6.33 1.13 -1.30
Br -2.57 0.79 6.09
H -5.07 0.27 -1.62
H -0.83 2.08 -1.84
H -8.41 -2.30 0.79
C 0.26 0.94 -0.37
H 8.75 0.12 1.05
H -6.44 1.23 0.17
H 2.01 0.99 -1.55
H 10.30 -0.89 -0.42
C 9.70 -1.58 0.17
C 5.25 0.30 0.43
H 8.07 -0.47 -1.46
H -1.32 -1.19 -0.25
C -2.79 -0.63 -3.66
H -1.02 -1.70 -1.89
C 1.67 0.42 -0.68
O -6.51 -0.54 1.29
C -2.81 1.08 -0.63
H 0.05 0.69 -2.52
H 1.67 -0.63 -0.98
O -3.87 -1.05 -3.71
O -2.53 0.50 -2.95
H -0.24 0.41 0.44
Br -1.39 0.12 3.20
H -9.49 -1.65 2.01
H -5.02 -1.31 -0.76
H 4.23 2.16 -0.06
H 2.91 -0.26 0.99
C 8.43 -0.82 0.60
H -2.90 1.93 3.93
H -3.41 1.77 -1.23
C -2.86 0.89 4.19
H 5.09 -0.77 0.30
C 4.07 1.08 -0.17
H -3.37 -0.59 0.73
C 6.55 0.64 -0.34
H -4.23 0.91 0.93
H 0.39 1.97 -0.01
C -7.82 -0.39 1.66
C -1.74 -1.18 -1.26
O -8.14 0.50 2.33
H 9.46 -2.49 -0.38
C -6.34 0.15 0.03
H 4.10 0.85 -1.24
H 10.28 -1.79 1.06
C 2.70 0.66 0.45
C -3.81 0.24 0.18
H 7.17 1.34 0.23
H -7.17 -0.16 -0.62
C -5.04 -0.23 -0.66
H 5.42 0.58 1.48
H 2.39 1.45 1.14
H 7.91 -1.42 1.35
H -2.00 -1.17 -4.21
C -0.57 1.03 -1.69
H 6.82 -1.48 -0.69
C 7.45 -0.60 -0.58
H -2.22 1.71 0.04
H -9.48 -0.91 0.43
H -2.68 -1.72 -1.17
Br -4.55 0.11 3.67
C -1.92 0.29 -1.63
```

## Properties
Highest occupied orbital energy, Ha: -0.368
Frontier orbital gap, eV: 10.1

Here is one molecule with the formula C22H22N4O4 from the Open Molecules 2025 dataset. Energies are from ωB97M-V with the def2-TZVPD basis set.

Structure (XYZ):
```
52
C22H22N4O4 (ωB97M-V with the def2-TZVPD basis set)
H -5.03 -1.06 3.63
H -5.04 -4.01 0.55
O -1.01 -0.52 -1.64
H 2.69 0.86 0.86
H 0.74 -1.85 -2.51
H 1.85 0.76 -1.66
C -4.63 0.44 -0.75
C -4.86 -0.33 1.62
H -4.81 -2.25 -1.15
C -2.82 2.00 -0.27
H 2.24 -1.95 1.87
H 6.60 1.93 2.20
C -0.09 0.28 -1.48
C 5.24 -1.14 1.82
N 0.87 2.35 -0.59
H 1.77 -0.76 -4.47
C -4.86 -1.99 -0.10
C 3.67 0.57 1.22
O 2.16 -1.42 -0.08
C 3.98 -0.78 1.37
N -0.89 3.41 0.19
O -3.54 2.85 0.25
H 1.08 4.23 0.35
C 6.17 -0.17 2.13
H -4.81 0.71 1.92
H 7.15 -0.46 2.48
C 2.42 -1.11 -3.67
C 1.63 -1.23 -2.36
O 3.34 -2.72 -1.49
H -2.54 0.18 -1.15
H -5.21 1.32 -0.48
C 5.87 1.17 1.97
H 3.43 -2.79 0.82
C 2.49 -1.89 -1.28
C 2.95 -1.83 1.04
C 0.45 3.42 0.02
H -4.93 0.09 -1.74
N -3.24 0.85 -0.81
C 4.61 1.54 1.51
C -4.80 -0.65 0.27
C -4.99 -1.32 2.58
H 2.82 -2.09 -3.93
H 3.25 -0.42 -3.55
H -5.15 -3.42 2.94
C -0.24 1.59 -0.83
C -4.99 -2.98 0.85
C -1.36 2.24 -0.34
H -1.50 4.09 0.61
C -5.05 -2.65 2.19
H 4.36 2.58 1.38
N 1.17 0.06 -1.91
H 5.48 -2.19 1.94
```

## Properties
Highest occupied orbital energy, Ha: -0.333
Frontier orbital gap, eV: 9.6
SMILES: C[C@H](NC(=O)c1nc[nH]c1C(=O)NCc1ccccc1)C(=O)OCc1ccccc1

Here is a 2-piece molecular cluster, C20H15F2N2 overall from the Open Molecules 2025 dataset. Energies are from ωB97M-V with the def2-TZVPD basis set.

Structure (XYZ):
```
39
C20H15F2N2 (ωB97M-V with the def2-TZVPD basis set)
H 1.94 -1.32 4.79
C 1.47 2.68 1.40
F 4.56 4.44 -0.78
F -0.36 -1.88 5.89
H 2.37 0.61 3.33
C 2.78 2.10 1.36
H -6.39 3.95 2.47
C -4.35 2.24 -0.34
C 3.56 3.90 -0.02
C -5.79 3.47 1.69
N -3.34 1.68 -1.13
N -2.36 2.37 0.73
H -1.85 1.60 3.38
C -0.15 -0.84 5.02
H -6.18 2.06 -1.44
C 2.30 4.50 -0.04
H -2.20 -0.15 5.14
C -1.02 0.96 3.71
H 2.13 5.41 -0.60
C 0.34 2.11 2.05
C 1.13 -0.66 4.50
C -2.17 1.78 -0.44
H -3.43 1.26 -2.05
C 3.82 2.72 0.69
C -5.71 2.41 -0.52
C 1.35 0.39 3.62
H -3.86 3.61 2.74
C 0.26 1.17 3.11
H 2.96 1.13 1.82
H -7.51 3.19 0.43
C -6.44 3.03 0.52
H 4.82 2.29 0.69
C -4.42 3.29 1.86
H -1.24 1.41 -0.84
H 0.28 4.35 0.69
C -1.23 -0.02 4.67
H -0.62 2.50 1.72
C -3.70 2.68 0.84
C 1.27 3.90 0.67
```

## Properties
Highest occupied orbital energy, Ha: -0.412
Frontier orbital gap, eV: 5.6
Charge: +1

Here is one molecule with the formula C28H26N2O4 from the Open Molecules 2025 dataset. Energies are from ωB97M-V with the def2-TZVPD basis set.

Structure (XYZ):
```
60
C28H26N2O4 (ωB97M-V with the def2-TZVPD basis set)
H 2.99 3.74 2.31
C -1.93 1.46 1.68
C 1.65 -2.29 -2.97
C 1.22 -0.02 0.63
C 2.44 -3.53 -3.18
H 0.13 -4.50 -2.32
H 3.16 -1.60 3.54
O 1.90 1.28 -3.05
H 2.16 2.51 3.30
C -0.43 -1.17 -2.38
H -0.27 3.98 -0.23
C -0.39 -3.56 -2.20
H 3.33 0.79 3.14
C -3.67 1.08 0.07
H -0.57 2.24 -0.12
C 2.11 3.08 2.37
H 0.65 0.39 -0.19
H 0.49 4.12 3.40
H 3.44 -3.30 -3.54
C -1.83 0.09 1.89
O 0.13 0.04 -2.63
C 0.82 3.92 2.38
H 2.06 3.73 -0.07
C -1.66 -3.54 -1.71
H 1.95 -4.19 -3.89
C 2.61 -1.16 2.72
H -2.16 -4.46 -1.43
C -3.52 -0.30 0.22
C -1.74 -1.15 -1.92
N -0.23 3.18 1.70
H -4.60 -0.73 -1.58
C -2.88 1.95 0.79
H 0.53 -1.99 0.21
O -0.99 2.36 3.66
H 2.54 -4.07 -2.23
O -3.58 -2.43 -0.99
C 1.98 0.80 1.46
C 2.19 -1.06 -3.17
C -1.01 2.36 2.44
C 1.53 2.79 0.07
H 3.22 -0.94 -3.48
H -2.22 -0.19 -1.83
C -2.36 -2.33 -1.54
C 1.83 -1.97 1.91
H 0.96 4.87 1.85
C 0.28 -2.37 -2.53
H -2.52 -1.85 1.30
C 2.69 0.20 2.50
C 1.14 -1.38 0.86
C -2.62 -0.78 1.16
H -5.19 -1.61 -0.15
H 1.76 -3.03 2.08
H -2.99 3.02 0.66
C 1.45 0.16 -2.97
C -4.29 -1.24 -0.67
N 2.11 2.17 1.24
H -1.12 -0.29 2.60
H 1.71 2.18 -0.81
C 0.02 3.06 0.28
H -4.40 1.47 -0.63
```

## Properties
Highest occupied orbital energy, Ha: -0.280
Frontier orbital gap, eV: 7.7
SMILES: Cc1cc(=O)oc2cc(OCc3ccc(C(=O)N4CCN(c5ccccc5)CC4)cc3)ccc12

Here is C27H44FeNO4SSb as an isolated structure from the Open Molecules 2025 dataset. Energies are from ωB97M-V with the def2-TZVPD basis set.

Structure (XYZ):
```
79
C27H44FeNO4SSb (ωB97M-V with the def2-TZVPD basis set)
C 0.33 2.41 -4.09
H -3.09 2.31 -0.47
H -1.94 -1.70 -3.53
H -1.15 -3.48 2.03
C -1.80 0.16 -2.46
H 3.97 0.70 -2.35
C 2.45 -0.92 -2.19
H 0.33 3.68 0.19
H -0.33 0.86 4.95
H -1.07 -1.04 -0.79
O -1.92 -3.25 4.51
H -2.75 -1.33 -1.24
H -1.31 1.64 -5.30
H -1.17 -0.42 -4.48
H 0.89 0.42 -4.83
C 3.66 -0.26 -0.36
H 3.37 -4.13 -0.21
C 0.74 -4.16 1.25
C 2.60 -4.02 2.75
C 2.79 -1.31 0.04
H -2.92 3.62 -2.67
H 4.38 0.24 0.27
O -1.05 0.64 2.18
H 2.21 1.29 -4.03
H -3.02 1.24 -3.91
C 0.99 0.26 3.36
C 2.99 -4.94 0.44
C -0.83 2.59 -5.06
H 2.45 -5.64 -0.20
C 0.17 0.73 2.18
C -2.23 2.86 -0.08
H -0.28 -1.24 -3.18
H -3.82 -0.12 -3.12
C -3.13 0.72 -2.96
H 1.67 1.77 -5.64
S -0.64 -2.61 4.70
H -2.31 0.12 -0.32
H 2.06 -0.99 -3.19
H -1.70 2.22 0.62
C 1.78 -3.48 3.73
H 1.55 -0.63 3.04
C -1.32 3.38 -1.20
H 1.73 1.02 3.59
N -0.87 -1.05 4.39
C -0.09 -3.61 2.22
H 1.90 3.64 -3.18
Sb -0.28 1.69 -2.11
C 0.44 -3.27 3.46
C -1.99 -0.55 -1.12
H -1.53 4.68 -2.95
C -1.25 -0.85 -3.47
C 0.16 -0.05 4.60
H 0.41 4.53 -3.54
H 3.65 -4.19 2.97
C 1.33 1.40 -4.67
C 2.03 -1.70 -1.09
H -0.44 3.00 -6.00
Fe 1.55 0.51 -0.45
H 1.49 4.05 -4.85
O 0.86 1.22 1.20
H 1.28 -2.48 -1.11
H 3.85 -5.45 0.87
H -3.59 1.39 -2.25
C -0.23 4.24 -0.56
H 2.72 -1.74 1.03
H 2.16 -3.24 4.71
H -1.50 -0.85 3.62
C -2.14 4.21 -2.18
H 0.48 4.64 -1.29
C 2.10 -4.37 1.50
C 3.44 -0.02 -1.74
O 0.07 -2.70 5.94
C 1.07 3.73 -3.89
H -2.62 3.72 0.48
H 0.33 -4.45 0.29
H -1.59 3.28 -4.69
H -2.64 5.01 -1.62
H -0.70 5.10 -0.05
H 0.80 -0.40 5.41
```

## Properties
Highest occupied orbital energy (spin up / spin down), Ha: -0.286 / -0.331
Frontier orbital gap (spin up / spin down), eV: 8.2 / 9.1
Expectation value of S²: 6.02
Spin multiplicity: 5

For the records above, the corresponding max |F| values read 0.1075, 0.0855, 0.0186, 0.0383, 0.0188, 0.0034 Eh/bohr.